Record 1
Formula: C13H19N3OSi
Source: the Open Molecules 2025 dataset
Level of theory: wB97M-V/def2-TZVPD

```
! RIJCOSX wB97M-V def2-TZVPD def2/J DEFGRID3
* xyz 0 1
N 2.13323 -0.95176 -1.89578
C 0.96404 -0.37576 -2.47642
O 0.83186 0.80179 -2.57471
C -0.09966 -1.28604 -2.93157
C -0.96367 -1.63177 -1.66838
Si -2.31445 -0.30060 -1.47243
H 2.05196 -0.95310 -0.88574
H 2.86738 -0.28710 -2.10841
H -0.69907 -0.75755 -3.63598
H 0.29089 -2.18403 -3.36301
H -0.33573 -1.62583 -0.80007
H -1.38287 -2.61434 -1.79472
H -3.58995 -0.92351 -1.05819
H -1.85363 0.68854 -0.47758
H -2.52995 0.40213 -2.75288
C -1.56736 -3.69072 4.05420
C -1.85222 -4.35319 2.87198
C -1.26489 -3.89421 1.70346
N -0.44227 -2.84912 1.65083
C -0.18069 -2.22305 2.79670
C -0.71280 -2.60176 4.01928
H -2.00505 -4.01793 4.98854
H -2.51488 -5.20725 2.85392
H -1.45871 -4.38516 0.75561
H 0.49007 -1.37370 2.72418
H -0.46350 -2.05603 4.91859
C 0.65829 4.78590 -1.05417
C 1.16075 3.49718 -1.13910
C 2.15364 3.12690 -0.24593
N 2.65633 3.93338 0.68727
C 2.16169 5.16711 0.75115
C 1.16681 5.64155 -0.08998
H -0.11910 5.11821 -1.73056
H 0.79714 2.79503 -1.87353
H 2.57493 2.12728 -0.27472
H 2.58962 5.80368 1.51831
H 0.80180 6.65480 0.00983
*
```

Computed properties:
Relative energy (zero: lowest compared OMol25 entry of this formula, charge and spin), kcal per mole: 8.3
SMILES: NC(=O)CC[SiH3].c1ccncc1.c1ccncc1
E_HOMO, eV: -9.40
Frontier orbital gap, eV: 10.11
M, g/mol: 261.4
Lowest unoccupied orbital energy, hartree: 0.026

And the Mulliken charges, in e, turn out to be:
1. N -0.605
2. C 0.269
3. O -0.544
4. C -0.571
5. C -0.552
6. Si 0.530
7. H 0.273
8. H 0.353
9. H 0.367
10. H 0.354
11. H 0.173
12. H 0.362
13. H -0.187
14. H -0.121
15. H -0.148
16. C -0.140
17. C -0.530
18. C -0.123
19. N -0.332
20. C -0.098
21. C -0.556
22. H 0.366
23. H 0.352
24. H 0.342
25. H 0.363
26. H 0.352
27. C -0.527
28. C -0.109
29. C -0.283
30. N -0.543
31. C -0.280
32. C -0.273
33. H 0.393
34. H 0.588
35. H 0.369
36. H 0.349
37. H 0.366



Record 2
Formula: C23H25ClKN5O4PS
Source: the Open Molecules 2025 dataset
Level of theory: wB97M-V/def2-TZVPD

```
! RIJCOSX wB97M-V def2-TZVPD def2/J DEFGRID3
* xyz -1 1
K 0.59042 0.63475 -0.28518
Cl 5.68661 5.13556 -0.12314
C 4.57474 3.89844 -0.70427
C 5.09052 2.69013 -1.20815
C 4.24968 1.71070 -1.65274
C 2.81111 1.84641 -1.64228
O 2.06979 0.89032 -2.00315
C 2.32172 3.11411 -1.13710
C 0.90807 3.47299 -1.04357
N -0.06002 2.79636 -1.53605
C -1.37784 3.25467 -1.35900
C -1.73852 4.57301 -1.41723
C -3.08245 4.98332 -1.23605
C -4.05859 4.06483 -1.00772
C -3.73283 2.68181 -0.97060
C -4.71294 1.68379 -0.74965
C -4.34858 0.37628 -0.74092
C -2.98958 0.05190 -0.96276
N -2.05174 0.93510 -1.16912
C -2.40587 2.26117 -1.16285
C 3.22577 4.08769 -0.66808
H 6.16433 2.54225 -1.22489
H 4.63724 0.77093 -2.02707
H 0.70559 4.38083 -0.45917
H -0.97197 5.31070 -1.62106
H -3.32568 6.03816 -1.28416
H -5.09005 4.36530 -0.86499
H -5.74311 1.98114 -0.58428
H -5.06455 -0.41462 -0.56177
H -2.67226 -0.98684 -0.96189
H 2.82589 5.01553 -0.27156
C -0.65141 -5.42450 0.53513
N -0.62702 -4.26925 1.42495
C 0.74556 -4.07196 1.90256
N 1.74204 -3.97110 0.83281
C 1.62676 -5.14088 -0.02847
N 0.28984 -5.36037 -0.58741
C -0.07071 -4.27605 -1.51639
P -0.10338 -2.58608 -0.75928
C -1.10927 -3.06031 0.73318
C 1.56746 -2.72354 0.06840
H -1.66360 -5.54678 0.14305
H -0.40220 -6.31199 1.12251
H 1.01181 -4.92684 2.52906
H 0.78501 -3.16560 2.50692
H 1.88931 -6.02408 0.55982
H 2.34352 -5.05012 -0.84747
H -1.05593 -4.48590 -1.94118
H 0.62919 -4.27540 -2.35547
H -2.14270 -3.22623 0.41299
H -1.13367 -2.21966 1.42953
H 1.69414 -1.88064 0.74851
H 2.34414 -2.65504 -0.69643
C 0.06791 1.01773 4.16881
S -0.10794 0.61480 2.47745
O -1.39786 -0.05289 2.34664
O 1.02716 -0.26309 2.15332
O -0.03487 1.88934 1.76066
H -0.08507 0.11739 4.76397
H -0.68247 1.76674 4.41824
H 1.06935 1.41558 4.33407
*
```

Computed properties:
Relative energy (zero: lowest compared OMol25 entry of this formula, charge and spin), kcal per mole: 18.8
E_HOMO, eV: -4.32
Frontier orbital gap, eV: 6.77
M, g/mol: 573.1
Lowest unoccupied orbital energy, hartree: 0.090

And the Mulliken charges, in e, turn out to be:
1. K 1.051
2. Cl -0.289
3. C 0.154
4. C -0.438
5. C -0.737
6. C 0.302
7. O -0.966
8. C 0.922
9. C -0.136
10. N -0.473
11. C -0.142
12. C -0.137
13. C -0.766
14. C -0.872
15. C 1.173
16. C -0.743
17. C -0.846
18. C 0.112
19. N -0.091
20. C 0.149
21. C -0.942
22. H 0.368
23. H 0.396
24. H 0.372
25. H 0.548
26. H 0.365
27. H 0.346
28. H 0.374
29. H 0.387
30. H 0.149
31. H 0.381
32. C -0.959
33. N 0.056
34. C -0.997
35. N 0.034
36. C -0.914
37. N 0.088
38. C -1.075
39. P 0.391
40. C -0.588
41. C -0.486
42. H 0.386
43. H 0.305
44. H 0.281
45. H 0.446
46. H 0.303
47. H 0.393
48. H 0.425
49. H 0.439
50. H 0.491
51. H 0.364
52. H 0.328
53. H 0.397
54. C -1.176
55. S 1.274
56. O -0.715
57. O -0.721
58. O -0.684
59. H 0.318
60. H 0.324
61. H 0.302



Record 3
Formula: C10H19NO2S
Source: the Open Molecules 2025 dataset
Level of theory: wB97M-V/def2-TZVPD

```
! RIJCOSX wB97M-V def2-TZVPD def2/J DEFGRID3
* xyz 0 1
C -1.67380 -0.39544 -2.39126
C -1.81797 0.49217 -1.03440
C -1.13043 -1.82722 -2.11403
C -0.72768 1.46530 1.04266
C 1.16073 0.03237 2.01966
C -0.53042 0.58373 -0.21830
C 0.64639 1.36217 1.63108
C -0.14308 -0.83447 0.14092
C 0.11146 -1.72966 -1.34080
C 0.82281 2.30879 2.83777
N 1.11676 -0.89433 0.88763
O 2.52343 -0.73313 -1.20401
O 1.69265 -1.78900 -3.45309
S 1.43458 -0.80551 -2.40650
H -2.66485 -0.30240 -2.81027
H -0.96565 0.04718 -2.98416
H -2.13588 1.48375 -1.33660
H -2.64230 -0.18088 -0.56238
H -1.90951 -2.62559 -1.64538
H -0.82810 -2.36728 -3.04934
H -1.10511 2.44927 0.92746
H -1.39444 0.94226 1.76552
H 2.22044 0.15674 2.29285
H 0.73295 -0.37153 2.99270
H 0.29203 0.89222 -0.89077
H 1.32599 1.65498 0.74119
H -0.91114 -1.48699 0.65670
H 0.62272 -2.68565 -1.03779
H 1.81877 2.40583 3.17028
H 0.21952 2.01710 3.69089
H 0.37453 3.32754 2.62022
H 2.15722 -0.74573 -0.25594
H 1.30737 -1.84656 1.31749
*
```

Computed properties:
Relative energy (zero: lowest compared OMol25 entry of this formula, charge and spin), kcal per mole: 70.3
E_HOMO, eV: -8.38
Frontier orbital gap, eV: 8.95
M, g/mol: 217.3
Lowest unoccupied orbital energy, hartree: 0.021

And the Mulliken charges, in e, turn out to be:
1. C -0.821
2. C -1.035
3. C -0.853
4. C -1.354
5. C -1.070
6. C 0.540
7. C 1.137
8. C -0.949
9. C -0.212
10. C -1.730
11. N -0.190
12. O -0.536
13. O -0.563
14. S 0.512
15. H 0.410
16. H 0.462
17. H 0.408
18. H 0.297
19. H 0.261
20. H 0.354
21. H 0.544
22. H 0.330
23. H 0.382
24. H 0.340
25. H 0.350
26. H 0.117
27. H 0.264
28. H 0.513
29. H 0.450
30. H 0.393
31. H 0.341
32. H 0.605
33. H 0.304



Record 4
Formula: C4H4BrN
Source: the Open Molecules 2025 dataset
Level of theory: wB97M-V/def2-TZVPD

```
! RIJCOSX wB97M-V def2-TZVPD def2/J DEFGRID3
* xyz 0 1
C 0.21668 -1.24268 0.10054
C 1.13024 -0.17309 0.03489
C 0.18006 0.93839 0.01747
C -1.08734 -0.49828 -0.05453
N 0.22939 2.14015 0.11873
Br 2.98393 -0.20517 -0.03505
H 0.38769 -2.37217 0.01227
H -1.62311 -0.70816 -1.05736
H -1.78655 -0.69592 0.80314
H -0.63098 2.81692 0.05989
*
```

Computed properties:
Relative energy (zero: lowest compared OMol25 entry of this formula, charge and spin), kcal per mole: 52.5
E_HOMO, eV: -9.12
Frontier orbital gap, eV: 9.55
M, g/mol: 146.0
Lowest unoccupied orbital energy, hartree: 0.016

And the Mulliken charges, in e, turn out to be:
1. C -0.007
2. C -0.312
3. C 0.500
4. C -0.579
5. N -0.581
6. Br -0.127
7. H 0.331
8. H 0.231
9. H 0.254
10. H 0.288



Record 5
Formula: C6H17NOSi
Source: the Open Molecules 2025 dataset
Level of theory: wB97M-V/def2-TZVPD

```
! RIJCOSX wB97M-V def2-TZVPD def2/J DEFGRID3
* xyz 0 1
C -1.92242 -1.06418 -0.68305
C -1.41759 -0.13828 1.58219
C -1.89643 1.39125 -0.32586
C 2.83318 1.69817 0.25391
C 1.53154 -2.43663 -0.21492
C -1.23578 0.07178 0.07666
N 1.40171 1.50622 0.24954
O 1.62345 -1.06399 0.01432
Si 0.61389 0.13003 -0.36961
H -1.78331 -0.93074 -1.75258
H -1.51089 -2.03270 -0.40527
H -2.99096 -1.08470 -0.47066
H -0.92988 0.65357 2.14735
H -0.99675 -1.09080 1.89985
H -2.47811 -0.13521 1.83582
H -1.51807 2.21351 0.27774
H -1.69274 1.61181 -1.36888
H -2.97570 1.33649 -0.18483
H 3.11863 2.32994 1.09840
H 3.31017 0.72900 0.35757
H 3.18682 2.16392 -0.66960
H 0.74790 -2.88247 0.40164
H 2.49063 -2.88371 0.05110
H 1.31533 -2.63715 -1.26470
H 0.90378 2.37933 0.17233
H 0.27158 0.16557 -2.70847
*
```

Computed properties:
Relative energy (zero: lowest compared OMol25 entry of this formula, charge and spin), kcal per mole: 33.0
E_HOMO, eV: -8.09
Frontier orbital gap, eV: 8.92
M, g/mol: 147.3
Lowest unoccupied orbital energy, hartree: 0.030

And the Mulliken charges, in e, turn out to be:
1. C -1.731
2. C -1.706
3. C -1.843
4. C -0.799
5. C -0.619
6. C 1.814
7. N -0.102
8. O -0.241
9. Si -0.213
10. H 0.431
11. H 0.365
12. H 0.441
13. H 0.403
14. H 0.371
15. H 0.438
16. H 0.409
17. H 0.417
18. H 0.456
19. H 0.296
20. H 0.237
21. H 0.292
22. H 0.236
23. H 0.259
24. H 0.313
25. H 0.200
26. H -0.123



Record 6
Formula: C14H28ClINNdOP2
Source: the Open Molecules 2025 dataset
Level of theory: wB97M-V/def2-TZVPD

```
! RIJCOSX wB97M-V def2-TZVPD def2/J DEFGRID3
* xyz 2 4
C 0.01059 1.29854 -7.19688
C 0.01949 1.81029 -5.86792
H 0.01256 2.13364 -7.93493
H -0.88132 0.66022 -7.32988
H 0.89325 0.64894 -7.33688
O 0.02089 2.15849 -4.75657
I -0.09262 -2.87426 -4.40736
Nd -0.01210 -0.61960 -2.59624
P 2.14437 -0.06531 -0.59473
C 3.14351 1.15674 0.32862
C 2.98522 -1.53437 0.11935
H 4.03984 -1.50415 -0.17996
H 3.92180 -0.37423 -2.12253
H 2.52050 -2.46009 -0.22880
H 2.46931 -0.69841 -3.08239
H 2.96041 1.12329 1.41049
H 2.91301 -1.52318 1.21589
C 2.89599 -0.03717 -2.29198
H 4.21174 0.96442 0.17957
H 2.91210 0.99222 -2.66603
H 2.92566 2.17904 0.01156
P -2.12295 -0.03157 -0.62184
C -3.13961 1.20989 0.28752
C -2.91168 -0.01111 -2.29937
H -2.52201 -2.40518 -0.19936
H -4.02505 -1.42812 -0.14463
H -2.87567 -1.43078 1.22863
C -2.96785 -1.46905 0.13622
H -2.48392 -0.66064 -3.09973
H -3.92641 -0.37311 -2.10923
H -4.20397 1.01851 0.07871
H -2.89485 2.23715 -0.01344
H -2.96267 1.01947 -2.67136
H -3.00367 1.14928 1.38115
Cl -0.00893 -2.46476 -0.74794
N 0.01444 0.48513 2.32150
C 0.00847 0.20967 3.66887
C 1.20541 -0.13625 4.34472
C 1.19920 -0.35830 5.72472
C 0.01748 -0.25639 6.47595
C -1.18107 0.03917 5.80455
C -1.19691 0.26368 4.41917
H 0.77507 0.10911 1.74967
H -0.85659 0.46096 1.78272
H 2.12907 -0.20640 3.76398
H 2.14091 -0.58926 6.22825
H 0.02702 -0.41498 7.56520
H -2.11182 0.11307 6.37076
H -2.13565 0.48577 3.90219
*
```

Computed properties:
E_HOMO (alpha / beta), eV: -11.62 / -11.62
Frontier orbital gap (alpha / beta), eV: 2.28 / 2.28
M, g/mol: 594.9
Lowest unoccupied orbital energy (alpha / beta), hartree: -0.343 / -0.343

And the Mulliken charges, in e, turn out to be:
1. C -0.629
2. C 0.719
3. H 0.373
4. H 0.340
5. H 0.340
6. O -0.159
7. I -0.240
8. Nd 0.468
9. P 0.883
10. C -1.034
11. C -1.221
12. H 0.434
13. H 0.384
14. H 0.383
15. H 0.441
16. H 0.323
17. H 0.342
18. C -1.384
19. H 0.402
20. H 0.397
21. H 0.377
22. P 0.853
23. C -1.018
24. C -1.399
25. H 0.406
26. H 0.441
27. H 0.351
28. C -1.226
29. H 0.428
30. H 0.375
31. H 0.404
32. H 0.374
33. H 0.392
34. H 0.296
35. Cl -0.285
36. N -0.384
37. C 0.903
38. C -0.290
39. C -0.545
40. C -0.578
41. C -0.558
42. C -0.357
43. H 0.001
44. H -0.095
45. H 0.254
46. H 0.360
47. H 0.367
48. H 0.366
49. H 0.225